Entry 1:
The following is a quantum chemistry calculation of 2 unconnected molecules or ions with the total composition C4H11N3, from OMol25.

CARTESIAN COORDINATES (ANGSTROEM)
C  -0.531  -0.129  1.822
N  -0.126  -0.695  0.540
N  -1.912  -0.458  2.159
C  0.369  -0.621  2.860
N  1.015  -1.058  3.697
H  -0.362  0.961  1.725
H  -0.166  -1.712  0.572
H  -2.554  0.240  1.804
H  -2.068  -0.559  3.154
H  -0.800  -0.402  -0.175
C  0.892  1.071  -1.707
C  0.924  0.052  -2.843
H  0.772  0.528  -3.816
H  1.884  -0.466  -2.865
H  -0.008  1.685  -1.778
H  1.727  1.765  -1.806
H  0.797  0.499  -0.636
H  0.145  -0.702  -2.706

The structure (SMILES) is N#CC(N)N.CC. As for the molar mass: 101.15 g mol⁻¹. Its energy above the lowest of the compared OMol25 structures with the same formula, charge and spin is 46.7 kcal/mol. As for the maximum force: 3.6 eV/A. The value obtained for the lowest unoccupied orbital energy is 0.65 eV. The frontier orbital gap is 10.538 eV. The calculation puts the total energy at -8795.5941 eV.

Mulliken atomic charge list, values in e, 2 entries:
1. C 0.484
2. N -0.719


Entry 2:
The following is a quantum chemistry calculation of a single C20H24FN5O3S molecule, from OMol25.

CARTESIAN COORDINATES (ANGSTROEM)
C  4.872  -1.508  2.428
N  3.577  -1.086  1.918
C  2.565  -1.051  2.865
O  2.771  -1.361  4.018
N  1.315  -0.647  2.435
C  1.137  -0.312  1.132
C  2.168  -0.368  0.207
N  1.614  0.058  -0.985
C  0.318  0.322  -0.713
N  -0.007  0.116  0.556
S  -0.787  0.897  -1.915
C  -2.218  1.246  -0.847
H  -2.337  0.373  -0.209
C  -1.992  2.522  -0.022
N  -3.005  2.867  0.933
C  -4.288  3.334  0.447
C  -5.339  2.220  0.342
H  -6.321  2.641  0.122
O  -5.474  1.535  1.568
C  -4.247  0.962  1.965
C  -3.150  2.027  2.106
H  -2.195  1.549  2.323
H  -3.420  2.683  2.942
H  -4.436  0.483  2.927
H  -3.949  0.192  1.237
H  -5.070  1.505  -0.452
H  -4.156  3.820  -0.520
H  -4.655  4.076  1.166
H  -1.878  3.367  -0.709
H  -1.056  2.401  0.531
H  -3.062  1.345  -1.528
C  2.278  0.120  -2.267
C  2.138  -1.191  -3.002
C  3.052  -2.212  -2.766
C  2.917  -3.433  -3.401
C  1.857  -3.617  -4.271
C  0.935  -2.617  -4.521
C  1.082  -1.401  -3.879
H  0.372  -0.609  -4.062
H  0.122  -2.795  -5.207
F  1.718  -4.804  -4.895
H  3.619  -4.235  -3.233
H  3.872  -2.045  -2.085
H  1.824  0.933  -2.841
H  3.332  0.332  -2.076
C  3.494  -0.760  0.561
O  4.463  -0.820  -0.175
C  0.218  -0.570  3.373
H  -0.024  0.473  3.585
H  -0.656  -1.060  2.946
H  0.527  -1.067  4.290
H  4.799  -2.516  2.833
H  5.576  -1.480  1.599
H  5.193  -0.835  3.223

The structure (SMILES) is Cn1c(=O)c2c(nc(SCCN3CCOCC3)n2Cc2ccc(F)cc2)n(C)c1=O. As for the molar mass: 433.51 g mol⁻¹. Its energy above the lowest of the compared OMol25 structures with the same formula, charge and spin is 3.3 kcal/mol. As for the maximum force: 1.4 eV/A. The value obtained for the lowest unoccupied orbital energy is 0.40 eV. The frontier orbital gap is 8.471 eV. The calculation puts the total energy at -48276.5704 eV.

Mulliken atomic charge list, values in e, 2 entries:
1. C -1.190
2. N -0.010